# C7H10N3O

A 2-piece molecular cluster, C7H10N3O overall in a non-equilibrium geometry (ωB97M-V with the def2-TZVPD basis set, OMol25).

Each line ends with the Löwdin charge.
CARTESIAN COORDINATES (ANGSTROEM)
C1 -1.342 1.201 2.582  -0.041
C2 0.043 1.258 2.874  -0.021
C3 -1.846 0.649 1.442  0.021
C4 1.006 1.078 1.924  0.048
C5 -0.891 0.472 0.419  -0.142
C6 0.506 0.752 0.664  -0.187
C7 -1.065 -0.163 -0.769  -0.014
N1 0.845 -0.092 -1.414  0.140
N2 -2.017 -0.078 -1.635  0.189
N3 2.102 -2.036 -2.536  0.060
O1 1.347 0.257 -0.200  -0.006
H1 -1.906 1.397 3.531  0.136
H2 0.150 1.453 3.912  0.114
H3 -2.765 0.357 1.167  0.088
H4 2.015 1.066 2.151  0.114
H5 1.209 -0.887 -2.060  0.029
H6 -1.955 -0.353 -2.588  0.127
H7 -2.720 0.649 -1.549  0.149
H8 2.941 -1.611 -2.878  0.066
H9 1.894 -2.734 -3.225  0.064
H10 2.449 -2.637 -1.813  0.067

Atoms 1-3, force components in eV/Å:
C -1.165 -0.757 2.047
C -0.834 0.525 -0.959
C 3.681 1.632 0.377

Values from the calculation:
HOMO-LUMO gap (spin up / spin down), eV: 7.7 / 7.7
M, g/mol: 152.2
HOMO energy (spin up / spin down), Ha: -0.4551 / -0.4551
Total charge: +1